# C6H10O

A single C6H10O molecule (ωB97M-V/def2-TZVPD, the Open Molecules 2025 dataset).

```
17
Properties=species:S:1:pos:R:3:forces:R:3:lowdin_charge:R:1
C -2.015 -0.265 0.127 -0.04 -0.12 -0.06 -0.07
C -1.038 0.710 -0.508 -0.37 0.28 0.13 -0.37
C -0.146 1.400 0.444 -0.79 0.02 0.51 -0.07
C 0.385 0.356 -0.813 0.19 0.33 1.07 -0.15
C 0.901 -0.979 -0.321 0.10 0.12 0.12 -0.18
C 2.354 -0.905 0.067 0.18 0.25 0.15 -0.26
O 2.950 0.131 0.245 -0.19 -0.46 -0.03 0.05
H -2.856 0.306 0.537 0.09 -0.14 -0.11 0.08
H -1.577 -0.824 0.961 -0.05 0.12 -0.20 0.07
H -2.413 -0.984 -0.595 0.04 0.05 0.03 0.08
H -1.524 1.353 -1.239 -0.01 -0.02 0.03 0.13
H -0.062 2.484 0.318 0.43 -0.42 0.00 0.12
H -0.046 1.037 1.457 -0.18 -0.10 0.06 0.11
H 1.047 1.214 -0.354 0.45 -0.32 -1.71 0.11
H 0.796 -1.745 -1.107 0.02 0.27 0.12 0.13
H 0.382 -1.410 0.554 0.11 0.04 -0.08 0.11
H 2.861 -1.879 0.226 0.00 0.08 -0.03 0.12
```
Positions in Å, forces in eV/Å.

Properties
Multiplicity: 1
Orbital gap, hartree: 0.3352
Total charge: 0
Relative energy (zero: lowest compared OMol25 entry of this formula, charge and spin), kcal per mole: 76.63
SMILES: C[C@H]1C[C@H]1CC=O
HOMO energy, Eh: -0.297



# C29H40BGaN4OTe

A molecular structure, C29H40BGaN4OTe (ωB97M-V/def2-TZVPD, the Open Molecules 2025 dataset).

```
77
Properties=species:S:1:pos:R:3:forces:R:3:lowdin_charge:R:1
Ga 2.747 -0.307 -1.749 0.11 -0.16 -0.08 0.56
N 4.767 -0.416 -2.183 0.03 -0.07 -0.09 0.02
C 5.812 0.292 -1.377 -0.04 -0.06 0.00 -0.19
C 5.727 1.801 -1.501 0.02 0.00 -0.04 -0.18
C 4.502 2.390 -0.827 0.01 -0.02 0.02 -0.22
N 3.282 1.926 -1.517 -0.03 -0.06 0.04 0.00
H 4.920 -1.423 -2.118 0.00 0.00 -0.02 0.10
H 4.907 -0.192 -3.169 0.00 0.05 0.02 0.13
H 6.788 -0.065 -1.706 0.01 0.01 0.00 0.13
H 5.681 -0.019 -0.339 0.01 0.02 0.00 0.13
H 5.746 2.088 -2.559 0.02 0.01 0.00 0.12
H 6.629 2.228 -1.061 -0.02 0.00 0.04 0.13
H 4.560 3.479 -0.803 0.00 0.00 -0.03 0.13
H 4.446 2.045 0.208 0.01 0.02 0.00 0.13
H 3.203 2.390 -2.420 -0.01 -0.01 -0.01 0.11
H 2.442 2.180 -1.003 0.00 -0.03 0.01 0.09
C -5.290 3.381 4.593 -0.01 0.01 0.00 -0.04
C -4.113 2.862 3.818 0.00 -0.01 -0.01 -0.25
C -3.775 3.392 2.582 0.00 -0.02 -0.01 0.00
C -2.691 2.917 1.850 -0.02 0.00 0.01 -0.31
C -2.374 3.546 0.520 0.01 0.02 -0.04 -0.07
C -1.936 1.872 2.389 0.02 0.05 0.03 -0.41
Te -0.295 1.158 1.269 -0.04 -0.01 0.10 1.79
N 1.144 0.164 -1.135 -0.11 0.39 0.19 -0.02
C 0.090 0.573 -1.790 0.09 -0.01 -0.02 -0.59
O -0.920 1.103 -1.230 0.01 -0.18 0.03 -0.19
C -0.017 0.423 -3.292 -0.03 -0.02 -0.01 -0.14
C 1.088 0.403 -4.135 -0.04 -0.01 -0.02 -0.08
C 0.956 0.228 -5.504 0.01 -0.01 0.00 -0.07
C -0.307 0.059 -6.050 0.00 0.00 0.00 -0.07
C -1.422 0.085 -5.223 0.00 0.01 0.00 -0.05
C -1.279 0.280 -3.858 0.01 -0.01 0.00 0.00
C -0.758 -0.885 1.342 0.03 -0.02 -0.10 -0.38
C -2.055 -1.327 1.052 -0.02 -0.03 0.01 -0.27
C -3.193 -0.422 0.663 0.00 -0.01 -0.06 -0.04
C -2.309 -2.692 1.141 -0.05 0.04 0.00 0.00
C -1.335 -3.610 1.502 0.11 0.04 0.00 -0.25
C -1.633 -5.079 1.556 0.00 0.00 0.04 -0.03
C -0.057 -3.136 1.774 -0.04 -0.01 -0.07 -0.01
C 0.256 -1.786 1.694 0.02 -0.03 -0.01 -0.31
C 1.674 -1.386 2.018 0.04 0.01 0.02 -0.09
C -2.234 1.326 3.646 0.01 0.01 0.00 -0.30
C -1.441 0.215 4.281 0.03 0.00 0.01 -0.05
C -3.326 1.837 4.334 0.00 0.00 0.00 -0.01
H -5.801 4.176 4.054 0.00 0.00 0.00 0.08
H -4.975 3.775 5.560 0.00 0.00 0.00 0.09
H -6.010 2.583 4.785 0.00 0.00 0.00 0.09
H -4.372 4.196 2.167 0.00 0.00 0.00 0.12
H -3.208 4.159 0.182 0.01 0.01 0.01 0.08
H -2.167 2.807 -0.255 -0.02 -0.01 0.01 0.04
H -1.501 4.200 0.594 0.01 -0.01 0.01 0.09
H 2.097 0.583 -3.749 0.02 0.05 -0.01 0.06
H 1.831 0.231 -6.141 0.00 0.00 -0.01 0.11
H -0.422 -0.088 -7.115 0.00 0.00 0.00 0.11
H -2.409 -0.049 -5.644 0.00 0.00 0.00 0.11
H -2.143 0.311 -3.209 0.00 0.00 0.00 0.12
H -2.877 0.357 -0.032 0.02 0.00 0.01 0.06
H -3.633 0.062 1.537 -0.01 0.00 0.00 0.08
H -3.975 -1.006 0.180 0.00 0.01 -0.01 0.09
H -3.306 -3.047 0.910 0.00 0.00 0.00 0.12
H -2.698 -5.273 1.444 0.01 0.00 0.00 0.08
H -1.300 -5.512 2.500 0.00 0.00 -0.01 0.09
H -1.104 -5.592 0.752 0.02 -0.05 -0.04 0.09
H 0.726 -3.841 2.034 0.00 0.01 0.00 0.13
H 2.370 -2.104 1.577 -0.03 0.05 0.01 0.08
H 1.844 -1.395 3.097 -0.03 0.00 0.01 0.09
H 1.934 -0.388 1.663 -0.01 -0.04 -0.07 0.00
H -0.365 0.339 4.130 0.00 0.01 -0.01 0.06
H -1.715 -0.758 3.870 -0.01 -0.01 0.00 0.08
H -1.622 0.192 5.354 0.00 -0.01 0.00 0.09
H -3.568 1.422 5.306 0.00 0.00 0.00 0.13
B 1.326 -4.499 -1.890 0.00 0.09 0.10 -0.38
C 2.180 -3.212 -1.829 0.03 -0.15 -0.16 -0.13
N 2.838 -2.247 -1.816 -0.12 0.17 0.16 0.10
H 0.189 -4.102 -1.772 -0.03 -0.01 0.03 0.03
H 1.539 -4.997 -2.967 0.03 0.00 -0.01 0.02
H 1.690 -5.179 -0.961 -0.02 -0.04 0.02 0.02
```
Positions in Å, forces in eV/Å.

Properties
Multiplicity: 2
Orbital gap (alpha / beta), hartree: 0.2637 / 0.2664
Total charge: +1
Relative energy (zero: lowest compared OMol25 entry of this formula, charge and spin), kcal per mole: 0.00
HOMO energy (alpha / beta), Eh: -0.369 / -0.405



# C28H70BrGaN12O12P

A molecular structure, C28H70BrGaN12O12P (ωB97M-V/def2-TZVPD, the Open Molecules 2025 dataset).

```
125
Properties=species:S:1:pos:R:3:forces:R:3:lowdin_charge:R:1
N -0.335 -0.302 0.839 0.28 0.49 -0.49 0.08
C 0.249 -0.856 -0.384 -0.36 -0.15 0.70 -0.74
N 0.458 -2.307 -0.162 0.16 0.08 -0.42 0.09
N -0.778 -0.662 -1.399 -0.19 -0.20 0.31 0.08
C 1.554 -0.111 -0.652 0.07 -0.11 -0.78 -0.19
Ga 2.377 -0.433 -2.489 0.13 -0.10 0.50 0.36
N 2.601 -2.276 -2.967 -0.12 0.57 -0.27 -0.10
C 1.470 0.563 -4.064 -0.64 0.03 -0.35 -0.23
C 0.768 1.802 -3.755 1.48 0.73 0.52 -0.84
O 1.256 2.846 -3.424 -0.86 -0.81 -0.26 -0.02
Br -1.230 1.737 -3.938 -0.30 0.05 -0.03 0.57
P 4.583 0.474 -2.381 -0.90 -0.20 -0.20 0.43
O 5.345 0.465 -3.635 0.69 0.16 -0.20 -0.36
O 5.394 -0.347 -1.178 0.03 0.60 -0.23 -0.23
O 4.451 2.016 -1.785 0.47 -0.68 0.10 -0.21
H -1.016 -0.936 1.221 -0.02 -0.36 -0.04 0.03
H 0.435 -0.249 1.489 -0.13 0.06 0.42 0.06
H 1.339 -2.606 -0.567 0.08 0.01 -0.01 0.03
H 0.530 -2.441 0.836 0.09 -0.14 0.14 0.04
H -1.216 0.224 -1.191 0.09 0.24 -0.35 0.03
H -0.409 -0.672 -2.337 -0.02 0.10 -0.12 0.01
H 2.297 -0.409 0.093 0.07 -0.06 0.14 0.03
H 1.369 0.957 -0.540 -0.09 0.19 0.04 0.06
H 1.800 -2.848 -2.742 0.03 -0.21 0.09 -0.04
H 3.424 -2.654 -2.519 -0.02 -0.22 0.07 -0.04
H 0.843 -0.155 -4.577 -0.23 -0.11 0.00 0.04
H 2.255 0.857 -4.754 0.50 -0.06 0.09 0.07
H 4.870 -0.201 -0.383 -0.04 -0.28 0.24 0.01
H 3.979 1.919 -0.949 -0.26 0.42 0.10 0.03
C -2.657 3.299 -0.525 0.12 0.20 -0.24 -0.38
O -1.767 2.960 0.222 0.08 0.01 0.19 0.01
N -3.885 2.742 -0.549 -0.10 0.01 -0.01 -0.19
C -4.919 3.176 -1.460 0.06 -0.20 0.20 -0.06
C -4.152 1.661 0.387 0.18 0.11 -0.11 -0.05
H -2.525 4.111 -1.264 -0.09 -0.04 -0.03 0.12
H -5.790 3.529 -0.900 -0.05 0.02 -0.09 0.08
H -5.225 2.345 -2.102 -0.06 0.07 -0.07 0.08
H -4.552 3.986 -2.087 0.05 0.00 0.00 0.08
H -4.014 2.021 1.408 -0.03 -0.12 0.03 0.09
H -3.447 0.845 0.214 -0.03 -0.04 0.09 0.09
H -5.167 1.295 0.268 -0.03 0.05 -0.01 0.06
C -1.221 6.493 -4.817 -0.19 -0.08 0.17 -0.36
O -2.132 7.125 -5.329 0.06 0.03 -0.13 -0.01
N 0.038 6.445 -5.277 0.16 -0.09 0.04 -0.19
C 1.072 5.664 -4.611 -0.03 0.29 -0.24 -0.05
C 0.374 7.197 -6.472 -0.20 0.00 0.10 -0.04
H -1.369 5.890 -3.907 0.04 -0.02 -0.01 0.13
H 1.882 6.325 -4.297 0.06 -0.08 0.03 0.09
H 1.469 4.916 -5.297 0.06 -0.07 0.11 0.09
H 0.669 5.158 -3.741 -0.04 -0.06 -0.03 0.07
H 0.176 8.258 -6.312 0.01 0.02 -0.08 0.09
H -0.239 6.860 -7.309 0.04 0.06 -0.05 0.07
H 1.424 7.054 -6.710 0.02 -0.04 0.04 0.09
C -1.765 -1.161 3.531 0.01 0.02 -0.14 -0.33
O -0.816 -1.856 3.200 -0.20 -0.12 0.37 -0.02
N -2.236 -1.063 4.782 -0.15 0.02 0.11 -0.18
C -3.366 -0.218 5.112 0.15 -0.08 0.12 -0.05
C -1.588 -1.826 5.836 -0.02 -0.15 -0.35 -0.05
H -2.321 -0.541 2.809 0.01 0.02 0.01 0.13
H -3.065 0.535 5.843 -0.08 0.02 0.01 0.09
H -4.171 -0.823 5.535 -0.06 0.07 0.00 0.09
H -3.734 0.282 4.218 0.01 -0.03 -0.05 0.08
H -0.543 -1.537 5.906 0.01 -0.01 0.10 0.07
H -1.639 -2.892 5.599 0.04 0.00 0.04 0.09
H -2.076 -1.638 6.786 0.02 0.10 0.01 0.08
C 1.013 -0.197 8.365 -0.02 0.16 0.01 -0.35
O -0.174 -0.302 8.118 0.01 -0.04 0.09 0.00
N 1.871 -1.227 8.466 0.20 -0.01 0.00 -0.19
C 3.278 -1.033 8.761 -0.16 -0.18 -0.03 -0.05
C 1.371 -2.581 8.276 -0.18 0.16 0.13 -0.04
H 1.493 0.783 8.530 0.02 -0.01 -0.01 0.13
H 3.890 -1.433 7.951 0.09 0.01 0.06 0.08
H 3.538 -1.549 9.687 0.10 0.03 -0.01 0.09
H 3.494 0.028 8.876 -0.05 0.02 -0.01 0.08
H 0.937 -2.674 7.281 -0.05 -0.13 0.03 0.07
H 0.593 -2.792 9.012 -0.02 -0.05 -0.04 0.10
H 2.182 -3.296 8.386 0.05 0.03 -0.04 0.08
C 3.162 -3.662 5.778 0.13 0.03 0.08 -0.39
O 3.661 -4.516 6.498 -0.04 0.00 0.02 -0.01
N 2.731 -3.852 4.531 0.00 0.19 -0.06 -0.17
C 2.142 -2.777 3.735 0.10 -0.32 -0.21 -0.03
C 2.851 -5.175 3.949 0.01 0.01 0.15 -0.04
H 3.024 -2.623 6.121 0.00 0.04 -0.08 0.11
H 1.126 -3.047 3.458 -0.05 0.16 0.00 0.07
H 2.734 -2.624 2.830 -0.12 0.06 0.05 0.06
H 2.117 -1.851 4.307 -0.03 -0.05 0.09 0.09
H 2.295 -5.897 4.549 0.03 -0.06 -0.04 0.09
H 3.898 -5.480 3.934 -0.02 -0.08 0.00 0.08
H 2.458 -5.163 2.935 -0.02 0.07 -0.01 0.09
C 5.053 -2.575 1.140 -0.03 0.27 -0.09 -0.35
O 3.859 -2.673 0.922 0.07 -0.15 0.03 0.00
N 5.914 -3.604 1.214 0.11 -0.04 0.10 -0.18
C 7.324 -3.406 1.478 -0.13 -0.21 -0.06 -0.05
C 5.411 -4.952 1.014 -0.11 0.17 -0.12 -0.03
H 5.538 -1.598 1.298 0.07 -0.04 0.03 0.13
H 7.917 -3.792 0.646 0.08 0.05 0.03 0.09
H 7.610 -3.932 2.392 0.08 0.04 -0.01 0.09
H 7.538 -2.347 1.599 -0.04 0.02 -0.03 0.09
H 4.958 -5.035 0.025 -0.01 -0.07 0.01 0.10
H 4.649 -5.178 1.757 -0.02 -0.07 -0.02 0.06
H 6.227 -5.664 1.101 0.05 0.04 0.01 0.09
C -0.789 2.786 -9.040 0.13 -0.08 0.10 -0.35
O -0.414 2.071 -9.949 -0.04 0.02 -0.10 0.01
N -1.835 3.631 -9.119 -0.03 0.08 0.16 -0.20
C -2.247 4.470 -8.009 -0.06 0.00 -0.31 -0.05
C -2.574 3.699 -10.366 0.16 -0.13 0.03 -0.05
H -0.291 2.800 -8.056 -0.03 0.01 0.01 0.13
H -3.276 4.233 -7.730 0.01 0.10 0.11 0.09
H -2.189 5.518 -8.309 -0.08 0.06 0.18 0.08
H -1.607 4.315 -7.143 0.05 -0.08 -0.03 0.08
H -2.986 2.718 -10.609 -0.02 0.03 -0.08 0.09
H -1.909 3.998 -11.177 -0.06 -0.02 -0.06 0.09
H -3.383 4.420 -10.273 0.01 0.02 0.06 0.08
C -6.157 -1.777 1.374 0.11 -0.06 0.09 -0.35
O -5.936 -0.613 1.648 -0.06 0.07 0.04 0.00
N -6.580 -2.213 0.175 -0.09 -0.15 -0.03 -0.19
C -6.823 -3.615 -0.095 0.00 0.21 -0.16 -0.06
C -6.795 -1.238 -0.882 0.10 0.09 0.18 -0.04
H -6.016 -2.591 2.106 -0.01 -0.02 -0.02 0.13
H -6.177 -3.955 -0.907 -0.02 -0.09 0.02 0.09
H -7.866 -3.764 -0.384 0.01 -0.10 0.00 0.09
H -6.615 -4.210 0.791 0.02 0.03 0.03 0.08
H -5.866 -0.706 -1.089 -0.03 0.02 -0.07 0.09
H -7.545 -0.510 -0.569 0.01 0.03 -0.06 0.09
H -7.132 -1.743 -1.783 0.01 -0.06 0.01 0.09
```
Positions in Å, forces in eV/Å.

Properties
Multiplicity: 1
Orbital gap, hartree: 0.2669
Total charge: -1
HOMO energy, Eh: -0.193



Number 1: electronic energy -8427.9175 eV. Number 2: electronic energy -99069.2961 eV. Number 3: electronic energy -204335.9373 eV.